<one>
Entry from the OMol25 dataset: a molecular structure, C2H5N2S3 (ωB97M-V/def2-TZVPD).

```
12
C2H5N2S3, DFT ωB97M-V/def2-TZVPD
C -0.7018 1.0380 0.0465
C 0.7107 -0.9656 -0.0807
N -0.3570 -0.2132 0.4757
N 0.2409 1.7808 -0.4589
S 1.7483 1.0993 -0.5824
S 0.3996 -1.8257 -1.5855
S -1.5239 -1.0225 1.4545
H -1.7392 1.3334 0.2655
H 1.5027 -1.3409 0.6335
H 0.0119 2.7708 -0.8202
H 1.3990 -2.7536 -1.4753
H -1.6912 0.0992 2.1272
```

The value obtained for the orbital gap is 7.74 eV. As for the net charge: +1. Its LUMO energy is -5.2 eV.


<two>
Entry from the OMol25 dataset: a gas-phase ion, C2H5N2S3 (charge +1) (ωB97M-V/def2-TZVPD).

```
12
C2H5N2S3, DFT ωB97M-V/def2-TZVPD
C -0.0291 0.9375 0.1197
C -0.0042 -0.6911 -0.2412
N -1.2596 1.3620 0.0927
N 1.1484 -1.3392 0.1618
S 1.2962 1.8821 0.3218
S -1.6748 -1.2535 0.5965
S -2.6181 0.4468 -0.2849
H -0.2433 -0.6353 -1.4014
H -1.4469 2.2837 0.3065
H 1.0931 -2.0329 0.8574
H 2.0668 0.8215 0.0356
H 1.6715 -1.7815 -0.5644
```

The value obtained for the orbital gap is 8.44 eV. As for the net charge: +1. Its LUMO energy is -4.9 eV.


Top of the stability list: <two>, leading by 1.371 eV.


<one>
Entry from the OMol25 dataset: C4H5ClS2 in the gas phase (ωB97M-V/def2-TZVPD).

```
12
C4H5ClS2, DFT ωB97M-V/def2-TZVPD
S 0.7210 -2.5955 -0.1045
C 0.8267 -0.8092 -0.0237
Cl 2.4257 -0.1990 -0.2882
C -0.2919 0.0473 -0.7042
C -0.6701 1.3369 -0.0109
C -0.3239 1.3017 1.3282
S 0.5255 -0.0465 1.9709
H -0.2913 -2.5421 -0.9587
H -1.1555 -0.7441 -0.7596
H 0.0643 0.1018 -1.7609
H -1.1975 1.9970 -0.6281
H -0.6331 2.1518 1.9395
```

The value obtained for the orbital gap is 8.51 eV. Its LUMO energy is 0.3 eV.


<two>
Entry from the OMol25 dataset: C4H5ClS2 in the gas phase (ωB97M-V/def2-TZVPD).

```
12
C4H5ClS2, DFT ωB97M-V/def2-TZVPD
C -1.2956 -0.8187 -0.1519
C 0.1810 -0.5175 0.1293
C 1.1432 -1.2353 -0.4983
Cl 2.8415 -1.1615 -0.2667
S 0.5906 0.6945 1.4012
C 0.2528 2.1914 0.7018
S -0.0326 2.4868 -0.9066
H -1.3704 -1.8559 -0.4921
H -1.9367 -0.7421 0.7501
H -1.5358 -0.0426 -0.9304
H 0.8922 -1.9641 -1.2638
H 0.2699 2.9648 1.5276
```

The value obtained for the orbital gap is 8.46 eV. Its LUMO energy is -0.3 eV.


Top of the stability list: <two>, leading by 0.490 eV.


<one>
Entry from the OMol25 dataset: C4H8NO2P in the gas phase (ωB97M-V/def2-TZVPD).

```
16
C4H8NO2P, DFT ωB97M-V/def2-TZVPD
N 1.3942 1.9549 -1.5176
C 1.1950 0.9862 -0.5684
C 0.5843 -0.1008 -1.0119
O 0.1737 -0.1968 -2.3113
O 0.4535 -1.2714 -0.3646
P 0.4138 -1.3760 1.2982
C -1.3279 -1.5017 1.5896
C -0.8040 -0.0793 1.6597
H 1.3117 2.8977 -1.1256
H 0.7391 1.6869 -2.2709
H 1.6581 1.1664 0.3729
H -0.4367 -0.9199 -2.3761
H -1.7600 -2.0355 2.4505
H -1.8764 -1.9983 0.7325
H -0.7750 0.2638 2.6899
H -0.9433 0.5234 0.7533
```

The value obtained for the orbital gap is 8.14 eV. Its LUMO energy is 0.8 eV.


<two>
Entry from the OMol25 dataset: C4H8NO2P in the gas phase (ωB97M-V/def2-TZVPD).

```
16
C4H8NO2P, DFT ωB97M-V/def2-TZVPD
C 1.3708 0.0068 2.3953
C 1.5937 0.3833 1.1563
C 0.7190 -0.1707 -0.0404
C -0.2341 0.8610 -0.5813
P -1.2358 0.4319 -2.0412
N -2.2634 -0.9680 -1.3770
O -3.3129 -0.7194 -0.8352
O -1.9134 -2.0698 -1.7495
H 2.0445 0.5154 3.0531
H 0.4880 -0.4440 2.8232
H 2.3684 1.0493 0.7466
H 1.2460 -0.4038 -0.9854
H 0.0630 -1.1378 0.2525
H -0.9128 1.1089 0.3349
H 0.2474 1.8583 -0.5732
H -0.2686 -0.3014 -2.5785
```

The value obtained for the orbital gap is 10.04 eV. Its LUMO energy is 0.1 eV.


Top of the stability list: <one>, leading by 2.885 eV.


<one>
Entry from the OMol25 dataset: 2 unconnected molecules or ions with the total composition C5H10N (ωB97M-V/def2-TZVPD).

```
16
C5H10N, DFT ωB97M-V/def2-TZVPD
C -1.2854 -0.5220 2.5104
C -2.4427 -0.8028 1.9615
C -0.2973 -0.0714 -0.0190
C 0.6576 -0.0213 -2.1771
C 1.7992 0.8611 -0.1379
N 0.7067 0.2340 -0.7565
H -2.6625 -0.5590 0.8569
H -3.2316 -0.8662 2.6340
H -0.3759 -0.4664 2.9919
H -1.1989 -0.3851 -0.4326
H 0.5809 0.9126 -2.7242
H 1.6173 -0.5575 -2.4958
H -0.1654 -0.7783 -2.4974
H 2.3534 1.4558 -0.8767
H 1.3763 1.4616 0.6934
H 2.5683 0.1049 0.4692
```

The value obtained for the orbital gap (spin up / spin down) is 7.30 / 8.53 eV. As for the net charge: +1. Its LUMO energy (spin up / spin down) is -5.9 / -5.3 eV.


<two>
Entry from the OMol25 dataset: a gas-phase ion, C5H10N (charge +1) (ωB97M-V/def2-TZVPD).

```
16
C5H10N, DFT ωB97M-V/def2-TZVPD
C 2.0559 1.3853 0.0556
N 1.2300 0.4853 -0.0158
C 0.4200 -0.4654 -0.1167
C 0.8862 -1.8415 -0.1073
C -1.0275 -0.2240 0.1616
C -1.5796 1.1375 -0.0786
H 2.7465 1.5062 0.8569
H 2.1753 2.0936 -0.6954
H 0.7331 -2.2673 -1.1219
H 2.0489 -1.9771 0.1486
H 0.2890 -2.3794 0.5563
H -1.2028 -0.6217 1.2797
H -1.6029 -1.0927 -0.2183
H -1.2942 1.9658 0.6762
H -1.3035 1.5561 -0.9852
H -2.7486 1.1223 0.0468
```

The value obtained for the orbital gap is 10.70 eV. As for the net charge: +1. Its LUMO energy is -5.0 eV.


Top of the stability list: <two>, leading by 4.564 eV.